Entry 1:
# C27H29F2N4O3PtSb

A structure of composition C27H29F2N4O3PtSb (ωB97M-V/def2-TZVPD, the OMol25 dataset).

Values from the calculation:
HOMO level = -13.78 eV
energy = -2049.816751 Ha
LUMO level = -6.685 eV
energy above the lowest of the compared OMol25 structures with the same formula, charge and spin = 0.00 kJ/mol
gap between HOMO and LUMO = 7.1 eV

```
! wB97M-V def2-TZVPD RIJCOSX def2/J DEFGRID3
* xyz 2 1
Pt 0.2051 0.0093 0.0901
C -4.0156 -1.7653 0.4353
C -2.9471 -0.7664 0.1026
O -1.7605 -1.1401 0.2217
C -3.2979 0.5711 -0.3310
C -4.6505 0.9930 -0.2903
C -5.0132 2.2641 -0.6381
C -4.0194 3.1768 -1.0248
C -2.6978 2.7999 -1.0795
C -2.3064 1.4836 -0.7960
O -1.0513 1.1544 -1.0617
H -3.5522 -2.7108 0.7041
H -4.6841 -1.9151 -0.4138
H -4.6156 -1.4144 1.2764
H -5.4173 0.2989 0.0283
H -6.0507 2.5668 -0.6056
H -4.2988 4.1893 -1.2875
H -1.9268 3.4790 -1.4201
F 4.2546 3.4236 0.1745
C 3.5950 2.4794 -0.4869
C 2.3834 2.0420 0.0285
C 1.7206 1.0509 -0.6589
C 2.1961 0.5552 -1.8633
C 3.4365 0.9992 -2.3120
F 3.9464 0.4665 -3.4243
C 4.1604 1.9540 -1.6364
C 1.2940 -0.3451 -2.5442
C 1.2173 -0.5491 -3.9153
C 0.2443 -1.3875 -4.4169
C -0.6340 -2.0236 -3.5435
C -0.5233 -1.7788 -2.1985
N 0.4209 -0.9519 -1.7054
H 2.0072 2.4872 0.9377
H 5.1234 2.2862 -1.9989
H 1.9041 -0.0374 -4.5719
H 0.1649 -1.5442 -5.4846
H -1.3958 -2.6997 -3.9041
H -1.1774 -2.2455 -1.4822
C 0.0578 -3.9877 0.8843
Sb 1.3073 -2.2900 0.8510
C 2.7588 -2.7581 -0.6082
C 2.5057 -2.5268 2.5630
H 0.7133 -4.8390 1.0658
H -0.4527 -4.1045 -0.0688
H -0.6725 -3.8960 1.6850
H 3.2883 -3.6517 -0.2788
H 3.4559 -1.9244 -0.6843
H 2.2929 -2.9406 -1.5741
H 2.8991 -3.5432 2.5352
H 1.9317 -2.3753 3.4741
H 3.3112 -1.8027 2.5050
C 2.8695 1.3682 4.4727
N 1.5013 1.3915 3.9361
C 0.4930 1.9969 4.5971
C -0.7465 2.0417 4.0866
C -0.9798 1.4667 2.8074
N 0.0093 0.8397 2.1233
C 1.2912 0.7768 2.7105
O 2.2255 0.2135 2.1818
N -2.1948 1.5535 2.3009
H 2.8727 1.8575 5.4412
H 3.5421 1.8830 3.7910
H 3.2088 0.3411 4.5725
H 0.7434 2.4442 5.5493
H -1.5527 2.5199 4.6208
H -2.9207 2.0229 2.8153
H -2.4117 1.2231 1.3753
*
```

Mulliken atomic charge list, values in e, 6 entries: atom 1 (Pt): 1.78, atom 2 (C): -2.11, atom 3 (C): 1.54, atom 4 (O): -0.37, atom 5 (C): 0.02, atom 6 (C): -1.34


Entry 2:
# C5H13N2O

A cluster of 2 separate species, C5H13N2O in total (ωB97M-V/def2-TZVPD, the OMol25 dataset).

Values from the calculation:
HOMO level = -15.58 eV
energy = -382.799118 Ha
LUMO level = -2.606 eV
energy above the lowest of the compared OMol25 structures with the same formula, charge and spin = 164.15 kJ/mol
gap between HOMO and LUMO = 13.0 eV

```
! wB97M-V def2-TZVPD RIJCOSX def2/J DEFGRID3
* xyz 1 1
C 0.1849 -1.9763 -2.2844
C 0.0682 -2.4527 -3.6724
C -0.6147 2.1883 1.7279
C 1.2628 0.1833 2.0438
C -0.4397 1.2691 0.5542
N 0.2171 -1.6107 -1.2361
N 0.0368 -0.0113 1.1520
O -1.6751 1.0475 -0.0736
H 0.9224 -2.1968 -4.2352
H -0.7830 -1.8429 -4.1139
H -0.1869 -3.5390 -3.9308
H -1.2894 3.0871 1.5132
H 0.2365 2.6374 2.0986
H -1.0607 1.5182 2.4422
H 1.0007 0.6043 3.0397
H 1.6448 -0.8138 2.2467
H 2.0366 0.7509 1.5658
H 0.3955 1.5925 -0.0556
H 0.3575 -0.6691 0.4490
H -0.6858 -0.4398 1.7601
H -1.6284 0.6738 -0.9912
*
```

Mulliken atomic charge list, values in e, 6 entries: atom 1 (C): 0.19, atom 2 (C): -0.88, atom 3 (C): -1.22, atom 4 (C): -0.91, atom 5 (C): 0.15, atom 6 (N): -0.30


Entry 3:
# C2H7OS

A cluster of 2 separate species, C2H7OS in total (ωB97M-V/def2-TZVPD, the OMol25 dataset).

Values from the calculation:
HOMO level (spin up / spin down) = -9.66 / -9.66 eV
expectation value of S² = 0.7527
energy = -553.720549 Ha
LUMO level (spin up / spin down) = 0.748 / -3.103 eV
energy above the lowest of the compared OMol25 structures with the same formula, charge and spin = 136.11 kJ/mol
gap between HOMO and LUMO (spin up / spin down) = 10.4 / 6.6 eV

```
! wB97M-V def2-TZVPD RIJCOSX def2/J DEFGRID3
* xyz 0 2
S -0.6528 -1.8925 0.3536
H -0.5730 -0.9096 1.2941
C 0.0834 1.3982 -0.7385
O 0.9998 0.5288 -1.1270
C 0.2839 1.6743 0.8845
H -0.9582 0.9636 -0.7778
H 0.1026 2.4221 -1.1679
H 0.5723 -0.2618 -0.7007
H 0.0696 0.7933 1.4870
H -0.3546 2.5813 1.2105
H 1.3844 2.0250 1.1368
*
```

Mulliken atomic charge list, values in e, 6 entries: atom 1 (S): -0.19, atom 2 (H): 0.17, atom 3 (C): -0.38, atom 4 (O): -0.44, atom 5 (C): -0.65, atom 6 (H): 0.26


Entry 4:
# C20H21N5O2V

A structure of composition C20H21N5O2V (ωB97M-V/def2-TZVPD, the OMol25 dataset).

Values from the calculation:
HOMO level (spin up / spin down) = -20.42 / -20.43 eV
expectation value of S² = 0.7923
energy = -2141.370658 Ha
LUMO level (spin up / spin down) = -15.448 / -15.498 eV
energy above the lowest of the compared OMol25 structures with the same formula, charge and spin = 0.00 kJ/mol
gap between HOMO and LUMO (spin up / spin down) = 5.0 / 4.9 eV

```
! wB97M-V def2-TZVPD RIJCOSX def2/J DEFGRID3
* xyz 4 2
V 0.2084 0.3457 0.0829
C -0.1912 2.1890 5.8273
C 0.7076 2.7026 4.8606
C 0.6564 2.2225 3.5932
C -0.2970 1.1735 3.2727
C -1.2242 0.6795 4.2720
C -1.1554 1.1837 5.5258
N -0.2865 0.7083 2.0466
N -0.9846 -0.1588 1.3939
C -1.1469 -1.5635 1.1289
C -1.7536 -2.5973 1.7700
C -1.7360 -3.8083 1.0560
C -1.1436 -3.8890 -0.1974
C -0.5436 -2.7655 -0.7585
N -0.5603 -1.6108 -0.0836
H -0.1567 2.5875 6.8377
H 1.4137 3.4748 5.1379
H 1.3182 2.5949 2.8209
H -1.9713 -0.0557 3.9988
H -1.8339 0.8485 6.3002
H -2.2287 -2.5100 2.7376
H -2.2052 -4.6838 1.4893
H -1.1471 -4.8197 -0.7502
H -0.0687 -2.7855 -1.7302
N -0.1193 6.2904 -1.9409
C 0.1410 5.1797 -1.2582
O 0.9146 5.0735 -0.3227
C -0.6014 3.8959 -1.6447
C -1.6698 3.7030 -2.5177
C -2.2355 2.4289 -2.6640
C -1.7351 1.3740 -1.9438
N -0.6918 1.5753 -1.0905
C -0.1423 2.7990 -0.9564
H 0.3616 7.1399 -1.6759
H -0.7300 6.3375 -2.7384
H -2.0886 4.5257 -3.0857
H -3.0704 2.2672 -3.3333
H -2.1404 0.3743 -2.0158
H 0.6865 2.9688 -0.2586
C 3.1128 -0.3854 -2.6896
C 2.9801 -0.3275 -1.2305
C 4.1256 -0.5739 -0.3486
O 1.8383 -0.0345 -0.7229
H 3.5589 -1.3451 -2.9757
H 3.8578 0.3615 -2.9956
H 2.1761 -0.2191 -3.2129
H 4.9109 0.1558 -0.5864
H 4.5725 -1.5423 -0.6026
H 3.8756 -0.5288 0.7065
*
```

Mulliken atomic charge list, values in e, 6 entries: atom 1 (V): 0.80, atom 2 (C): -0.19, atom 3 (C): -0.87, atom 4 (C): -0.26, atom 5 (C): 0.92, atom 6 (C): -0.07